{"formula": "C5H10O", "method": "the ωB97M-V functional and the def2-TZVPD basis", "homo_ev": -8.45, "gap_ev": 9.1, "e_tot_ev": -7390.1638, "smiles": "C=CCC=C.O", "charge": 0, "fmax_ev_per_a": 6.8, "symbols": ["C", "C", "C", "C", "C", "H", "H", "H", "H", "H", "H", "H", "H", "O", "H", "H"], "xyz": [[1.066, -2.622, -1.040], [0.263, -2.027, -1.908], [-1.086, -1.863, -1.410], [-1.103, -0.681, -0.275], [-0.138, 0.301, -0.213], [2.169, -2.779, -1.197], [0.778, -2.866, -0.021], [0.514, -2.009, -3.001], [-1.583, -2.882, -1.106], [-1.820, -1.429, -2.280], [-1.910, -0.576, 0.491], [0.328, 0.740, 0.570], [0.039, 0.677, -1.288], [0.845, 5.333, 3.738], [0.594, 4.285, 3.824], [0.126, 5.517, 3.179]], "nbo_charge": [-0.356, -0.231, -0.488, -0.155, -0.426, 0.196, 0.189, 0.223, 0.243, 0.216, 0.200, 0.198, 0.191, -0.916, 0.458, 0.457]}